(1)
Entry from OMol25: 2 unconnected molecules or ions with the total composition C6H14O (the ωB97M-V functional and the def2-TZVPD basis).

Element x y z (Å)
1 C -2.518529 -0.005397 -1.234895
2 C -1.122818 -0.326953 -0.762265
3 C -0.639404 -0.213534 0.688425
4 C 0.846141 -0.035683 -0.005286
5 C 2.108455 0.760687 0.401106
6 C 0.039544 0.582676 -1.138598
7 H -3.260655 -0.697599 -0.823707
8 H -2.535739 -0.108539 -2.326523
9 H -2.810266 1.019478 -0.984380
10 H -0.866805 -1.349718 -1.071928
11 H -1.000199 -1.036860 1.335127
12 H -0.985310 0.717730 1.160837
13 H 1.183797 -1.034512 -0.311297
14 H 1.952766 1.494943 1.196831
15 H 2.453697 1.328898 -0.477870
16 H 2.952461 0.117010 0.682282
17 H -0.201978 1.613287 -0.838017
18 H 0.448715 0.574653 -2.149292
19 O 1.414879 -1.520774 2.257517
20 H 0.597272 -1.135174 1.924706
21 H 1.943969 -0.744614 2.477227

Forces on the atoms, in the same order (eV/Å):
C -0.10 0.05 0.00
C -0.10 0.01 -0.24
C 0.19 0.10 -0.09
C -0.15 0.05 0.05
C -0.20 0.00 0.14
C 0.01 0.09 -0.37
H 0.06 0.12 -0.01
H -0.14 0.08 0.15
H 0.00 -0.10 0.01
H -0.05 0.15 -0.09
H 0.67 0.13 -0.15
H 0.27 -0.05 -0.23
H -0.28 0.17 0.13
H -0.12 -0.07 -0.01
H -0.20 -0.16 0.21
H -0.35 0.05 0.07
H -0.03 -0.09 -0.27
H 0.02 -0.05 -0.03
O 0.30 -0.04 0.57
H 0.17 -0.21 0.11
H 0.02 -0.24 0.05

Properties
Lowest unoccupied orbital energy, eV: 0.98
DFT total energy, hartree: -312.19611
Frontier orbital gap, eV: 11.81
Charge: 0
ΔE to the lowest compared entry with this formula, charge and spin, kcal per mole: 37.0
Highest occupied orbital energy, Ha: -0.398

---

(2)
Entry from OMol25: 2 unconnected molecules or ions with the total composition C6H14O (the ωB97M-V functional and the def2-TZVPD basis).

Element x y z (Å)
1 C 2.100454 -0.343314 0.153537
2 C 1.292329 0.825199 -0.344523
3 C 0.181724 0.719094 -1.073069
4 C -0.484145 -0.557602 -1.515588
5 C -1.818913 -0.756167 -0.824631
6 O -0.692766 -0.444096 -2.913746
7 H 3.177918 -0.153177 0.156042
8 H 1.919686 -1.203910 -0.489185
9 H 1.832092 -0.628670 1.176894
10 H 1.646926 1.823994 -0.091883
11 H -0.327096 1.621594 -1.419372
12 H 0.121270 -1.448610 -1.299501
13 H -2.436070 0.123698 -1.022829
14 H -1.666786 -0.881593 0.248632
15 H -2.310987 -1.662114 -1.211302
16 H -1.216804 -1.222237 -3.135366
17 C -0.258233 0.838036 2.717737
18 H 0.649088 1.105112 3.271977
19 H -0.527727 -0.193448 2.959340
20 H -1.063483 1.511536 3.016701
21 H -0.118476 0.926676 1.640134

Forces on the atoms, in the same order (eV/Å):
C 0.01 -0.05 -0.04
C -0.01 -0.11 -0.19
C 0.21 -0.05 -0.05
C 0.17 0.09 0.36
C -0.06 0.01 0.08
O -0.06 -0.30 -0.25
H -0.17 0.15 -0.07
H 0.12 -0.09 0.13
H -0.04 0.10 -0.07
H -0.06 -0.15 -0.01
H 0.08 -0.17 0.11
H 0.18 0.27 -0.07
H -0.16 -0.17 0.14
H -0.14 0.06 0.01
H 0.02 0.27 0.11
H 0.00 0.14 -0.39
C -0.07 -0.01 0.16
H -0.15 -0.04 -0.26
H -0.02 0.14 0.02
H 0.03 -0.12 0.04
H 0.11 0.03 0.23

Properties
Lowest unoccupied orbital energy, eV: 0.96
DFT total energy, hartree: -312.21163
Frontier orbital gap, eV: 10.39
Charge: 0
ΔE to the lowest compared entry with this formula, charge and spin, kcal per mole: 27.2
Highest occupied orbital energy, Ha: -0.346

---

(3)
Entry from OMol25: 2 unconnected molecules or ions with the total composition C6H14O2 in a non-equilibrium geometry (the ωB97M-V functional and the def2-TZVPD basis).

Element x y z (Å)
1 C -0.686436 -0.443332 2.913475
2 C -1.531815 0.417619 2.300300
3 C -1.140127 1.107148 0.958841
4 C 0.203462 0.672446 0.456819
5 C 0.134980 0.414547 -1.082953
6 C 0.335367 1.689804 -1.774249
7 O 1.584745 2.392589 -1.534770
8 H 0.294993 -0.739062 2.878012
9 H -1.060828 -1.074651 3.747185
10 H -2.575790 0.610473 2.711253
11 H -1.369515 2.181086 1.080870
12 H -1.991615 0.715266 0.318237
13 H 0.554764 -0.338055 1.094558
14 H 1.185421 1.234905 0.567890
15 H -0.795149 -0.120714 -1.418874
16 H 0.716867 -0.578937 -1.382801
17 H -0.462457 2.482833 -1.571798
18 H 0.127120 1.596758 -2.877895
19 H 2.305160 1.676664 -1.742091
20 O 1.652695 -4.477568 -2.184474
21 H 1.738509 -5.053242 -1.398616
22 H 0.779647 -4.366576 -2.058918

Forces on the atoms, in the same order (eV/Å):
C -4.17 0.01 2.00
C 1.25 -0.36 0.02
C -2.18 -0.22 1.79
C 2.57 -3.22 0.06
C -0.05 -3.96 1.05
C -0.84 2.68 -2.67
O 1.23 -3.10 -0.73
H 2.35 0.12 -1.35
H -0.44 0.84 -0.22
H 1.51 -0.47 -0.67
H 0.55 -0.26 -0.28
H 1.18 0.53 0.10
H -1.25 2.41 -2.26
H -1.83 0.32 0.36
H -0.10 1.36 0.59
H 0.37 2.62 0.37
H 0.90 -1.19 0.60
H 0.75 -0.26 0.64
H -1.79 2.16 0.57
O 4.14 -1.50 0.81
H 1.09 0.12 -0.53
H -5.23 1.38 -0.28

Properties
Lowest unoccupied orbital energy, eV: 0.62
DFT total energy, hartree: -387.35926
Frontier orbital gap, eV: 10.10
Charge: 0
ΔE to the lowest compared entry with this formula, charge and spin, kcal per mole: 93.0
Highest occupied orbital energy, Ha: -0.348

---

(4)
Entry from OMol25: a molecular structure, C6H14O2 in a non-equilibrium geometry (the ωB97M-V functional and the def2-TZVPD basis).

Element x y z (Å)
1 C 2.600351 0.065583 -1.028152
2 H 2.390878 1.062112 -1.606508
3 H 2.964317 -0.613326 -1.665666
4 H 3.197404 0.419196 -0.188221
5 C 1.312075 -0.191638 -0.624130
6 O 0.655280 -0.915322 -1.747990
7 H 0.570296 -0.264738 -2.292062
8 C 0.464318 0.760753 0.002988
9 H 1.145236 1.096222 0.791756
10 H 0.282699 1.547646 -0.536261
11 C -0.929951 0.134091 0.577224
12 C -1.927387 0.001075 -0.496138
13 H -2.793847 -0.088989 0.246942
14 H -1.686413 -0.908786 -0.991565
15 H -2.108068 0.988126 -0.976549
16 C -0.593565 -1.057677 1.688598
17 H 0.220239 -0.765662 2.485653
18 H -1.524761 -1.140649 2.281518
19 H -0.673131 -1.834127 1.031154
20 O -1.326524 1.238915 1.491623
21 H -0.734422 1.585938 2.161618
22 H 1.467989 -1.490152 -0.094690

Forces on the atoms, in the same order (eV/Å):
C 1.54 7.25 0.18
H 1.20 -1.13 0.15
H 1.77 -2.54 -1.91
H 0.55 -0.45 -0.16
C -2.62 -10.45 0.38
O 0.67 -4.48 5.16
H -1.35 6.03 -6.33
C -0.31 -4.72 5.10
H -0.63 0.31 0.71
H -1.29 4.48 -3.48
C 5.74 3.10 4.43
C -2.22 0.69 3.46
H 0.08 -0.43 -1.71
H -0.37 -0.29 -1.15
H 0.51 -1.06 -0.30
C -1.77 3.99 0.29
H -1.07 -1.02 -2.38
H 0.29 0.26 -0.20
H 1.42 -3.21 -0.83
O -2.24 0.35 -1.26
H 0.67 -0.74 -0.38
H -0.58 4.06 0.22

Properties
Lowest unoccupied orbital energy, eV: 0.79
DFT total energy, hartree: -387.29491
Frontier orbital gap, eV: 10.30
Charge: 0
ΔE to the lowest compared entry with this formula, charge and spin, kcal per mole: 133.4
Highest occupied orbital energy, Ha: -0.349